No. 1
The following is a quantum chemistry calculation of a structure of composition C30H50BrN3OsP2S at a distorted geometry, from the Open Molecules 2025 dataset.

Geometry (Å):
1 C 2.509 -2.485 -3.177
2 C 2.591 -1.393 -2.277
3 C 3.671 -0.480 -2.405
4 C 4.620 -0.718 -3.393
5 N 4.518 -1.736 -4.236
6 C 3.539 -2.623 -4.106
7 C 1.771 -1.237 -1.117
8 C 1.816 -1.111 0.160
9 C 2.108 -1.525 1.491
10 C 1.250 -0.984 2.458
11 C 1.146 -1.520 3.744
12 C 1.907 -2.652 3.941
13 C 2.882 -3.162 3.061
14 C 2.942 -2.626 1.769
15 Os -0.212 -0.568 0.207
16 P -0.582 0.384 -1.847
17 H 3.724 0.406 -1.773
18 H 1.669 -3.181 -3.138
19 H 5.467 -0.047 -3.496
20 H 3.556 -3.476 -4.779
21 H 3.538 -3.036 0.942
22 H 0.483 -0.207 2.174
23 H 3.551 -3.970 3.368
24 H 0.504 -1.131 4.528
25 C -2.059 1.507 -2.091
26 C -2.013 2.598 -3.169
27 H -2.218 1.989 -1.111
28 H -2.903 0.816 -2.260
29 H -2.972 3.129 -3.104
30 H -1.228 3.345 -3.001
31 H -1.921 2.218 -4.192
32 C 0.812 1.515 -2.348
33 C 1.267 1.581 -3.811
34 H 1.667 1.220 -1.723
35 H 0.473 2.499 -1.990
36 H 2.016 2.387 -3.845
37 H 1.789 0.669 -4.132
38 H 0.474 1.820 -4.535
39 C -0.669 -0.781 -3.318
40 C -1.487 -0.401 -4.554
41 H -1.046 -1.747 -2.948
42 H 0.390 -0.941 -3.573
43 H -1.435 -1.270 -5.226
44 H -2.553 -0.219 -4.343
45 H -1.078 0.454 -5.105
46 Br 1.520 -3.599 5.649
47 P 0.346 2.243 1.391
48 C 0.248 3.731 0.314
49 C 0.053 5.063 1.035
50 H -0.615 3.534 -0.346
51 H 1.143 3.759 -0.330
52 H 0.008 5.871 0.290
53 H -0.875 5.065 1.617
54 H 0.882 5.252 1.728
55 C -0.653 2.586 2.922
56 C 0.098 3.121 4.144
57 H -1.097 1.606 3.178
58 H -1.495 3.245 2.635
59 H -0.616 3.220 4.978
60 H 0.903 2.443 4.458
61 H 0.555 4.100 3.944
62 C 2.115 1.981 1.894
63 C 2.925 3.239 2.172
64 H 2.553 1.427 1.047
65 H 2.123 1.289 2.753
66 H 3.956 2.945 2.418
67 H 2.935 3.898 1.296
68 H 2.510 3.803 3.015
69 C -2.711 -2.154 3.838
70 N -3.140 -2.643 2.512
71 C -3.471 -4.080 2.419
72 C -2.739 -1.993 1.406
73 S -1.863 -0.499 1.477
74 N -3.126 -2.407 0.179
75 C -4.459 -2.942 -0.045
76 C -2.494 -1.968 -1.039
77 H -3.075 -2.878 4.575
78 H -3.135 -1.164 4.058
79 H -1.610 -2.112 3.906
80 H -4.526 -4.265 2.164
81 H -2.820 -4.595 1.694
82 H -3.296 -4.512 3.408
83 H -4.758 -2.686 -1.068
84 H -4.457 -4.035 0.028
85 H -5.199 -2.512 0.641
86 H -3.075 -1.190 -1.558
87 H -1.424 -1.652 -0.830
88 H -2.418 -2.850 -1.688

Calculated values
Expectation value of S²: 6.04
LUMO level (alpha / beta): -0.4644 / -0.5563 hartree
Multiplicity: 5
Kohn-Sham gap (alpha / beta): 6.1 / 3.6 eV
Charge: +4

Mulliken population analysis, charges in e, atoms 1 to 8:
1. C 0.036
2. C 0.156
3. C -0.111
4. C -0.545
5. N 0.106
6. C -0.579
7. C -0.382
8. C 0.938

***

No. 2
The following is a quantum chemistry calculation of the molecule C16H32ClNO2P, from the Open Molecules 2025 dataset.

Geometry (Å):
1 C -5.024 0.752 -3.547
2 C -3.757 0.182 -4.173
3 C -2.484 0.906 -3.715
4 C -1.253 -0.006 -3.670
5 C -1.107 -0.781 -2.347
6 C 0.155 -0.423 -1.561
7 C 0.035 -0.779 -0.074
8 C 1.355 -1.127 0.656
9 P 1.926 -2.715 -0.217
10 O 1.371 -3.888 0.804
11 Cl 3.881 -2.855 0.408
12 C 2.382 -0.004 0.518
13 C 2.127 1.252 1.391
14 C 1.840 2.459 0.498
15 C 3.356 1.547 2.256
16 N 0.935 1.089 2.277
17 O 0.639 2.120 2.965
18 C 0.569 -0.201 2.934
19 C 1.124 -0.235 4.360
20 C -0.975 -0.245 3.003
21 C 1.139 -1.392 2.142
22 H -5.922 0.276 -3.943
23 H -5.107 1.826 -3.727
24 H -5.019 0.607 -2.464
25 H -3.834 0.240 -5.262
26 H -3.676 -0.880 -3.921
27 H -2.658 1.326 -2.718
28 H -2.286 1.756 -4.373
29 H -1.318 -0.717 -4.499
30 H -0.351 0.584 -3.851
31 H -1.103 -1.858 -2.537
32 H -1.978 -0.585 -1.711
33 H 1.016 -0.924 -2.012
34 H 0.340 0.651 -1.663
35 H -0.431 0.064 0.441
36 H -0.669 -1.616 0.045
37 H 0.421 -4.001 0.734
38 H 2.447 0.308 -0.526
39 H 3.367 -0.396 0.779
40 H 1.484 3.293 1.098
41 H 2.753 2.751 -0.022
42 H 1.084 2.220 -0.252
43 H 3.224 2.484 2.795
44 H 3.547 0.745 2.969
45 H 4.231 1.632 1.610
46 H 0.691 0.569 4.954
47 H 0.854 -1.192 4.811
48 H 2.210 -0.149 4.378
49 H -1.309 -0.461 4.018
50 H -1.396 0.719 2.724
51 H -1.393 -1.002 2.340
52 H 0.451 -2.223 2.302
53 H 2.095 -1.706 2.575

Calculated values
Expectation value of S²: 0.75
LUMO level (alpha / beta): 0.0156 / 0.0154 hartree
Multiplicity: 2
Kohn-Sham gap (alpha / beta): 8.5 / 9.4 eV

Mulliken population analysis, charges in e, atoms 1 to 8:
1. C -1.355
2. C -0.325
3. C -0.794
4. C -1.020
5. C -0.917
6. C -0.490
7. C -1.746
8. C 2.142

***

No. 3
The following is a quantum chemistry calculation of a cluster of 3 separate species, C6H18O2 in total at a distorted geometry, from the Open Molecules 2025 dataset.

Geometry (Å):
1 C 1.818 -0.937 -2.064
2 C 1.531 -0.038 -0.857
3 C 1.374 -0.870 0.411
4 C 0.720 -0.153 1.596
5 C 0.267 -1.205 2.615
6 C 1.709 0.764 2.298
7 H 1.876 -0.253 -2.930
8 H 2.822 -1.364 -2.156
9 H 1.065 -1.674 -2.325
10 H 0.625 0.505 -1.147
11 H 2.299 0.718 -0.757
12 H 2.336 -1.230 0.717
13 H 0.887 -1.821 0.180
14 H -0.148 0.392 1.222
15 H 0.964 -2.049 2.717
16 H -0.755 -1.560 2.683
17 H 0.466 -0.825 3.636
18 H 2.384 1.358 1.680
19 H 1.241 1.248 3.148
20 H 2.475 0.097 2.737
21 O -3.509 -0.299 -1.454
22 H -4.276 -0.838 -1.684
23 H -3.187 -0.118 -2.346
24 O -2.635 2.489 -1.742
25 H -3.585 2.369 -1.746
26 H -2.254 1.758 -1.244

Calculated values
LUMO level: 0.0185 hartree
Kohn-Sham gap: 11.2 eV
ΔE to the lowest compared entry with this formula, charge and spin: 47.8 kJ/mol
Structure (SMILES): CCCC(C)C.O.O

Mulliken population analysis, charges in e, atoms 1 to 8:
1. C -1.366
2. C -0.093
3. C -1.050
4. C 0.936
5. C -1.532
6. C -1.535
7. H 0.390
8. H 0.342

***

No. 4
The following is a quantum chemistry calculation of a cluster of 5 separate species, C22H58N4O7 in total at a distorted geometry, from the Open Molecules 2025 dataset.

Geometry (Å):
1 C 0.341 2.711 2.374
2 O 0.858 1.403 2.620
3 C 0.226 0.353 1.919
4 C 0.549 0.359 0.436
5 C 0.026 -0.867 -0.242
6 N 2.044 0.407 0.288
7 H -0.728 2.784 2.583
8 H 0.658 3.045 1.385
9 H 0.854 3.294 3.141
10 H 0.661 -0.552 2.350
11 H -0.860 0.358 2.073
12 H 0.193 1.265 -0.070
13 H 0.308 -0.924 -1.292
14 H -1.045 -1.009 -0.088
15 H 0.491 -1.747 0.222
16 H 2.328 1.131 -0.364
17 H 2.414 0.735 1.179
18 C -3.763 -2.272 -4.968
19 O -4.017 -0.887 -4.810
20 C -2.877 -0.106 -4.518
21 C -3.106 0.706 -3.263
22 C -1.902 1.557 -2.918
23 N -3.427 -0.165 -2.093
24 H -3.608 -2.758 -3.998
25 H -2.894 -2.436 -5.613
26 H -4.641 -2.711 -5.439
27 H -1.986 -0.740 -4.398
28 H -2.661 0.556 -5.368
29 H -4.022 1.290 -3.373
30 H -1.755 2.355 -3.652
31 H -0.981 0.967 -2.919
32 H -2.015 1.987 -1.924
33 H -4.223 -0.730 -2.389
34 H -2.728 -0.909 -2.036
35 C 9.184 3.205 8.725
36 O 7.786 3.311 8.617
37 C 7.314 3.568 7.321
38 C 7.562 2.394 6.379
39 N 7.157 2.604 4.999
40 C 5.811 3.115 4.827
41 C 5.560 3.373 3.351
42 O 4.202 3.614 3.085
43 C 3.855 4.991 3.082
44 H 9.564 2.209 8.491
45 H 9.459 3.442 9.756
46 H 9.704 3.959 8.116
47 H 7.787 4.489 6.933
48 H 6.252 3.797 7.383
49 H 7.054 1.531 6.852
50 H 8.623 2.142 6.409
51 H 7.240 1.731 4.497
52 H 5.674 4.061 5.352
53 H 5.031 2.412 5.157
54 H 5.812 2.476 2.768
55 H 6.210 4.151 2.934
56 H 4.234 5.466 3.987
57 H 2.776 5.037 2.928
58 H 4.227 5.521 2.191
59 C -2.755 -3.343 -0.733
60 O -3.989 -3.018 -1.298
61 C -5.022 -2.990 -0.340
62 C -6.358 -2.696 -0.985
63 N -6.957 -3.761 -1.747
64 C -6.343 -4.114 -3.050
65 C -7.182 -5.184 -3.683
66 O -6.761 -5.375 -5.017
67 C -7.509 -6.384 -5.663
68 H -2.501 -2.714 0.131
69 H -1.964 -3.222 -1.475
70 H -2.670 -4.375 -0.358
71 H -4.820 -2.222 0.428
72 H -5.075 -3.932 0.231
73 H -6.272 -1.787 -1.587
74 H -7.046 -2.432 -0.176
75 H -7.123 -4.586 -1.188
76 H -5.305 -4.404 -2.855
77 H -6.336 -3.202 -3.649
78 H -8.241 -4.893 -3.644
79 H -7.108 -6.146 -3.149
80 H -7.441 -7.333 -5.118
81 H -7.096 -6.489 -6.662
82 H -8.565 -6.094 -5.724
83 C 2.907 0.759 -4.401
84 C 2.463 0.909 -2.959
85 O 2.899 2.169 -2.426
86 H 2.797 -0.279 -4.732
87 H 3.947 1.058 -4.512
88 H 2.280 1.341 -5.079
89 H 2.853 0.107 -2.334
90 H 1.372 0.856 -2.909
91 H 2.129 2.731 -2.313

Calculated values
LUMO level: 0.0223 hartree
Kohn-Sham gap: 9.2 eV
ΔE to the lowest compared entry with this formula, charge and spin: 0.0 kJ/mol
Structure (SMILES): COC[C@H](C)N.COC[C@H](C)N.COCCNCCOC.COCCNCCOC.CCO

Mulliken population analysis, charges in e, atoms 1 to 8:
1. C -0.530
2. O -0.313
3. C -0.946
4. C 1.171
5. C -1.365
6. N -0.694
7. H 0.334
8. H 0.240

***

No. 5
The following is a quantum chemistry calculation of the molecule C3H6ClNO at a distorted geometry, from the Open Molecules 2025 dataset.

Geometry (Å):
1 C 1.435 -0.756 -0.851
2 C -0.003 -0.581 -0.478
3 C -0.207 0.132 0.861
4 Cl 0.884 1.578 1.041
5 N -0.913 -1.191 -1.167
6 O -2.171 -0.885 -0.663
7 H 1.989 0.154 -0.965
8 H 2.011 -1.405 -0.238
9 H 1.404 -1.377 -1.763
10 H -1.315 0.417 1.047
11 H 0.097 -0.590 1.686
12 H -2.811 -1.375 -1.189

Calculated values
LUMO level: 0.0310 hartree
Kohn-Sham gap: 10.7 eV
ΔE to the lowest compared entry with this formula, charge and spin: 225.0 kJ/mol
Structure (SMILES): C/C(CCl)=N/O

Mulliken population analysis, charges in e, atoms 1 to 8:
1. C -1.181
2. C 0.648
3. C -0.319
4. Cl -0.202
5. N -0.507
6. O -0.374
7. H 0.366
8. H 0.308

***

No. 6
The following is a quantum chemistry calculation of the ion C5H9N2O with charge +1 at a distorted geometry, from the Open Molecules 2025 dataset.

Geometry (Å):
1 O 3.163 0.443 0.732
2 C 2.325 0.075 0.012
3 N 1.821 -0.502 -1.114
4 C 0.801 -0.080 -0.038
5 C -0.069 1.187 -0.243
6 C -1.358 0.819 0.543
7 C -1.469 -0.684 0.142
8 N -0.139 -1.154 0.363
9 H 1.979 -0.205 -2.112
10 H -0.283 1.362 -1.282
11 H 0.442 2.035 0.071
12 H -1.190 0.665 1.734
13 H -2.176 1.496 0.207
14 H -2.205 -1.247 0.699
15 H -1.621 -0.842 -0.993
16 H -0.141 -1.297 1.418
17 H 0.119 -2.072 -0.139

Calculated values
LUMO level: -0.1301 hartree
Kohn-Sham gap: 10.8 eV
Charge: +1
ΔE to the lowest compared entry with this formula, charge and spin: 316.2 kJ/mol
Structure (SMILES): O=C1N[C@]12CCC[NH2+]2

Mulliken population analysis, charges in e, atoms 1 to 8:
1. O -0.398
2. C 0.232
3. N -0.536
4. C 0.460
5. C -0.814
6. C -0.413
7. C -0.630
8. N -0.086

***

No. 7
The following is a quantum chemistry calculation of a cluster of 10 separate species, C24H39Cl18FN2O in total at a distorted geometry, from the Open Molecules 2025 dataset.

Geometry (Å):
1 C -1.924 9.710 0.703
2 C -2.585 8.563 0.623
3 C -3.223 7.064 0.644
4 F -3.614 6.657 -0.693
5 C -4.501 6.933 1.606
6 N -5.454 6.983 2.368
7 C -2.069 6.062 1.207
8 O -2.472 5.374 2.410
9 C -1.610 5.051 0.011
10 N -1.491 4.022 -0.655
11 H -1.044 10.450 0.856
12 H -1.151 6.724 1.467
13 H -2.076 5.852 3.185
14 Cl 0.125 -1.378 0.672
15 C -0.384 0.104 -0.177
16 C -1.603 -0.125 -1.049
17 Cl -1.239 -1.162 -2.453
18 H 0.465 0.469 -0.759
19 H -0.612 0.846 0.592
20 H -1.960 0.829 -1.445
21 H -2.420 -0.588 -0.489
22 Cl -5.803 9.239 -2.901
23 C -6.450 7.742 -2.185
24 C -7.966 7.696 -2.225
25 Cl -8.704 8.892 -1.130
26 H -6.072 7.664 -1.163
27 H -6.038 6.911 -2.763
28 H -8.316 6.713 -1.901
29 H -8.347 7.878 -3.232
30 Cl -0.225 5.061 4.375
31 C 0.041 3.405 3.772
32 C 0.561 2.477 4.852
33 Cl 2.224 2.881 5.346
34 H 0.728 3.460 2.925
35 H -0.923 3.045 3.406
36 H 0.583 1.450 4.478
37 H -0.071 2.501 5.743
38 Cl 2.771 -0.129 3.078
39 C 3.028 -1.783 2.467
40 C 3.545 -2.717 3.544
41 Cl 5.213 -2.320 4.036
42 H 3.713 -1.728 1.619
43 H 2.061 -2.138 2.102
44 H 3.562 -3.743 3.168
45 H 2.912 -2.692 4.439
46 Cl 2.763 -2.658 -3.752
47 C 2.349 -4.268 -3.112
48 C 1.786 -4.199 -1.706
49 Cl 3.016 -3.712 -0.513
50 H 3.245 -4.891 -3.157
51 H 1.606 -4.694 -3.788
52 H 1.423 -5.183 -1.402
53 H 0.953 -3.494 -1.640
54 Cl 4.432 -6.855 -5.678
55 C 3.782 -8.360 -4.980
56 C 2.267 -8.399 -5.015
57 Cl 1.540 -7.214 -3.900
58 H 4.164 -8.453 -3.961
59 H 4.188 -9.184 -5.573
60 H 1.913 -9.385 -4.703
61 H 1.881 -8.201 -6.017
62 Cl 1.504 -3.419 5.626
63 C 2.434 -3.338 7.143
64 C 2.069 -4.458 8.099
65 Cl 0.421 -4.274 8.750
66 H 2.268 -2.356 7.591
67 H 3.490 -3.413 6.871
68 H 2.749 -4.453 8.954
69 H 2.135 -5.436 7.618
70 Cl -4.729 0.045 -3.403
71 C -5.141 -1.567 -2.767
72 C -5.708 -1.500 -1.362
73 Cl -4.482 -1.011 -0.166
74 H -4.243 -2.188 -2.809
75 H -5.882 -1.995 -3.446
76 H -6.070 -2.485 -1.060
77 H -6.543 -0.798 -1.298
78 Cl 7.724 -3.293 -3.177
79 C 7.220 -1.808 -4.023
80 C 6.000 -2.032 -4.896
81 Cl 6.358 -3.069 -6.300
82 H 8.070 -1.446 -4.606
83 H 6.994 -1.067 -3.253
84 H 5.645 -1.077 -5.290
85 H 5.183 -2.493 -4.335

Calculated values
LUMO level: -0.0119 hartree
Kohn-Sham gap: 9.8 eV
Structure (SMILES): C#C[C@](F)(C#N)[C@@H](O)C#N.ClCCCl.ClCCCl.ClCCCl.ClCCCl.ClCCCl.ClCCCl.ClCCCl.ClCCCl.ClCCCl

Mulliken population analysis, charges in e, atoms 1 to 8:
1. C -0.348
2. C -0.653
3. C 1.620
4. F -0.276
5. C -0.110
6. N -0.441
7. C 0.083
8. O -0.525